1.
The following is a DFT calculation (wB97M-V/def2-TZVPD) of 10 unconnected molecules or ions with the total composition C11H38N3O14S3.

- Net charge: -1
- E_LUMO: 0.98 eV

Positions of all 69 atoms, in Å:
S: 1.612 0.123 -4.456
S: -0.568 1.947 -4.329
S: -2.672 -1.330 0.900
O: 2.126 -0.704 -5.641
O: -5.115 -0.473 0.103
O: 3.926 -2.903 -3.831
O: 0.134 1.142 8.574
O: -6.322 -4.258 -3.491
O: -0.305 0.080 -7.949
O: 0.684 -0.778 -3.678
O: 0.376 -1.601 5.851
O: -1.777 1.148 -4.752
O: 1.103 0.244 3.876
O: -3.161 1.542 2.734
O: -0.856 3.397 -4.722
O: 1.613 3.489 8.692
O: 2.128 1.175 6.232
N: -5.454 -1.424 -2.005
N: 0.889 1.523 -5.124
N: -4.219 -1.885 -1.599
C: 2.822 0.267 -0.831
C: 3.425 -0.291 -2.225
C: 3.126 0.643 -3.486
C: -5.989 -0.572 -1.012
C: 1.269 -1.059 0.937
C: -1.518 2.869 -1.791
C: -0.434 1.889 -2.460
C: -4.033 -1.279 -0.327
C: 0.039 -0.994 -0.102
C: 2.718 -0.915 0.247
C: -1.127 -2.062 0.185
H: -6.974 -0.004 -1.012
H: 0.341 0.361 9.101
H: 4.573 -0.284 -2.087
H: 1.203 -2.059 1.499
H: -3.187 0.931 3.479
H: 1.209 -0.219 1.738
H: -0.667 0.806 -2.140
H: 0.642 2.145 -2.153
H: 3.160 -1.395 -2.404
H: -0.214 -1.071 5.299
H: -1.335 3.953 -2.120
H: -0.360 0.084 -0.065
H: -3.187 0.965 1.958
H: -2.546 2.499 -2.149
H: -0.727 -2.805 0.971
H: -5.931 -4.999 -3.013
H: 2.950 -1.949 -0.214
H: 1.429 3.794 9.589
H: 3.553 1.043 -0.397
H: -1.296 -2.646 -0.782
H: 3.505 -2.806 -4.697
H: 1.023 4.018 8.139
H: 1.835 1.724 6.970
H: 1.495 -0.502 4.347
H: 1.198 0.984 4.492
H: 1.847 0.822 -1.028
H: 2.980 0.829 6.523
H: 0.553 -0.261 -7.664
H: -1.411 2.793 -0.646
H: 0.865 1.752 8.761
H: 4.561 -3.618 -3.957
H: 0.194 -1.295 6.747
H: 0.496 -1.154 -1.151
H: -0.589 0.628 -7.207
H: 4.005 0.515 -4.223
H: 3.477 -0.786 1.101
H: -6.230 -3.512 -2.882
H: 3.119 1.771 -3.241

Results of the natural (NBO) charge analysis, in e, for atoms 1 through 8: 2.116 2.117 0.212 -0.998 -0.440 -0.951 -0.959 -0.945

---

2.
The following is a DFT calculation (wB97M-V/def2-TZVPD) of a molecular structure, C11H39HgN4O13.

- Net charge: +2
- E_LUMO (alpha / beta): -10.62 / -11.20 eV
- <S²>: 1.57
- Spin multiplicity: 2

Positions of all 68 atoms, in Å:
Hg: -5.719 4.491 -27.586
O: -9.174 2.932 -29.893
O: -5.806 2.938 -29.609
O: -7.257 2.978 -34.331
O: -7.940 3.775 -27.363
O: -6.155 -1.914 -27.671
O: -9.224 0.968 -22.782
O: -7.828 -4.357 -29.031
O: -10.453 -1.508 -33.255
O: -1.185 2.574 -27.685
O: -8.814 1.921 -25.477
O: -3.023 3.076 -30.227
O: -9.205 0.832 -31.576
O: -3.585 -0.557 -32.951
N: -7.241 3.529 -32.173
N: -5.618 0.076 -32.473
N: -5.444 3.347 -33.067
N: -4.521 -0.966 -30.915
C: -6.802 -3.496 -29.396
C: -10.410 0.159 -31.413
C: -6.687 3.217 -33.269
C: -7.739 1.207 -24.780
C: -4.477 -0.485 -32.149
C: -1.922 1.645 -28.525
C: -6.069 1.644 -29.207
C: -11.014 -0.289 -32.796
C: -7.063 -2.142 -28.747
C: -8.348 0.280 -23.750
C: -2.069 2.053 -29.938
H: -8.796 3.614 -27.760
H: -5.766 -3.791 -29.231
H: -11.059 0.464 -33.583
H: -8.078 -2.211 -28.356
H: -4.874 3.218 -33.891
H: -7.021 -3.286 -30.443
H: -12.095 -0.377 -32.694
H: -7.588 -0.222 -23.151
H: -6.407 -0.054 -31.856
H: -8.463 -4.434 -29.747
H: -8.218 3.320 -32.030
H: -9.450 1.328 -25.884
H: -1.057 2.258 -30.289
H: -5.707 0.601 -33.332
H: -8.446 3.048 -29.283
H: -3.928 2.794 -30.072
H: -6.671 1.147 -29.968
H: -1.006 2.260 -26.796
H: -10.071 -0.754 -30.924
H: -2.453 1.166 -30.442
H: -5.130 3.256 -32.111
H: -5.367 -1.027 -30.366
H: -5.169 1.029 -29.197
H: -9.884 3.456 -29.523
H: -5.315 -1.711 -28.089
H: -11.038 -2.013 -33.824
H: -9.065 1.307 -30.753
H: -7.049 -1.289 -29.425
H: -3.656 -1.390 -30.612
H: -6.724 3.475 -31.306
H: -2.835 1.411 -27.978
H: -6.990 1.901 -24.397
H: -8.080 3.636 -26.426
H: -6.534 1.535 -28.227
H: -9.796 1.487 -23.352
H: -7.225 0.695 -25.594
H: -11.031 0.758 -30.747
H: -1.251 0.788 -28.586
H: -8.812 -0.458 -24.405

Results of the natural (NBO) charge analysis, in e, for atoms 1 through 8: 1.065 -0.945 -0.480 -0.011 -1.015 -0.706 -0.676 -0.702

---

3.
The following is a DFT calculation (wB97M-V/def2-TZVPD) of 8 unconnected molecules or ions with the total composition C11H40N2O8.

- E_LUMO: 0.13 eV
- Energy relative to the best compared isomer or geometry (same formula, charge and spin): 0.00 kcal/mol
- Structure (SMILES): COC[C@H](C)N.COC[C@H](C)N.CC(C)O.O.O.O.O.O

Positions of all 61 atoms, in Å:
O: -2.411 3.023 2.079
O: -0.845 -0.831 0.754
O: -5.699 1.155 -4.342
O: 1.872 -3.670 4.969
O: 3.198 -1.828 -2.186
O: -5.198 -1.030 -0.791
O: -2.226 -3.620 3.060
O: 4.163 0.495 6.813
N: 2.614 1.205 4.484
N: -5.996 -0.871 -6.273
C: 3.893 1.739 4.773
C: 3.591 -1.306 -4.454
C: 5.257 -0.706 -2.638
C: -3.468 -1.259 -6.281
C: 3.799 0.380 8.244
C: -4.714 -0.626 -5.625
C: 3.911 3.141 4.201
C: -4.559 0.771 -5.111
C: 3.769 -0.867 -3.039
C: -5.712 2.529 -3.878
C: 4.121 1.838 6.287
H: 5.739 -0.245 -3.500
H: 5.657 -1.689 -2.391
H: 5.275 -0.048 -1.769
H: -5.771 -0.631 -1.445
H: -2.731 -1.433 -5.498
H: -3.651 -2.213 -6.776
H: -5.615 -1.866 -0.584
H: 2.990 -0.557 -4.971
H: -1.810 2.387 2.467
H: -2.670 -3.781 3.893
H: 4.676 1.239 4.203
H: 4.494 -1.410 -5.056
H: 2.465 1.037 3.499
H: 3.127 0.013 -2.982
H: 4.274 3.125 3.174
H: -6.584 2.673 -3.239
H: -2.478 -4.359 2.507
H: 3.292 2.373 6.749
H: 4.468 3.905 4.744
H: -5.856 -0.660 -7.251
H: 4.313 1.041 8.941
H: 1.391 -3.713 5.796
H: -5.886 3.172 -4.741
H: 2.596 -1.413 -1.564
H: 2.719 0.435 8.378
H: -4.791 -1.270 -4.749
H: 3.051 -2.252 -4.485
H: -4.317 1.543 -5.841
H: -4.750 2.797 -3.440
H: 4.113 -0.610 8.574
H: -2.992 2.500 1.528
H: 5.021 2.379 6.579
H: 1.206 -3.818 4.297
H: 2.581 0.313 4.957
H: -3.715 0.678 -4.427
H: -2.950 -0.489 -6.853
H: -6.592 -0.142 -5.907
H: 2.937 3.630 4.227
H: -0.874 -1.363 1.549
H: -1.711 -0.937 0.361

Results of the natural (NBO) charge analysis, in e, for atoms 1 through 8: -0.939 -0.948 -0.569 -0.935 -0.736 -0.944 -0.944 -0.561

---

Number 1: F_max 5.9 eV/Å. Number 2: F_max 7.3 eV/Å. Number 3: F_max 2.4 eV/Å.